C25H27CeN8O4S3 as an isolated structure, computed with ωB97M-V/def2-TZVPD.

HOMO: -16.478 eV
Energy above the lowest of the compared OMol25 structures with the same formula, charge and spin: 0.000 eV
LUMO level: -11.10 eV
Total charge: +3

```
68
Properties=species:S:1:pos:R:3:forces:R:3
Ce -0.608 -0.008 -0.209 2.4868 -0.4536 -2.4820
C 2.722 1.451 3.026 0.1022 -0.0868 -0.0561
C 1.925 1.284 1.770 -0.1864 0.3163 -0.0772
N 1.533 0.148 1.313 -0.1520 -0.1985 0.2308
N 1.934 -0.964 2.027 -0.2070 0.0124 -0.3176
C 1.612 -2.204 1.612 -0.0678 -0.0145 0.0267
N 2.001 -3.217 2.364 0.0062 -0.0181 -0.0463
S 0.761 -2.491 0.155 -0.2709 0.5358 0.0706
C 1.477 2.488 1.017 0.1008 -0.1055 0.1975
C 2.150 3.689 1.158 -0.0379 -0.0230 0.0165
C 1.663 4.819 0.513 0.0378 0.0626 0.0145
C 0.498 4.712 -0.218 -0.0474 -0.0209 0.0015
C -0.104 3.467 -0.327 -0.0487 0.0128 -0.0169
N 0.380 2.363 0.246 -0.0323 -0.2647 -0.0974
H 2.278 0.872 3.840 -0.0159 0.0048 0.0087
H 2.734 2.481 3.364 0.0038 0.0036 -0.0291
H 3.756 1.123 2.891 -0.0037 -0.0122 -0.0011
H 2.418 -0.822 2.903 0.0508 -0.0306 0.0375
H 2.546 -3.111 3.208 0.0069 0.0284 0.0049
H 1.765 -4.158 2.088 -0.0067 -0.0238 -0.0290
H 3.039 3.753 1.767 0.0061 0.0196 -0.0257
H 2.174 5.768 0.613 0.0042 -0.0066 -0.0090
H 0.044 5.570 -0.694 0.0194 -0.0123 -0.0060
H -1.025 3.366 -0.883 -0.0060 -0.0141 -0.0254
S 1.908 3.647 -6.895 0.0656 0.2303 -0.4120
N 2.732 2.662 -5.931 -0.4579 -0.0019 0.2733
C 1.882 2.278 -4.983 -0.5990 0.4442 -0.3294
C 2.192 1.389 -3.893 0.0649 -0.0972 0.1745
C 3.456 0.806 -3.720 -0.1982 0.1109 -0.0602
C 3.650 -0.024 -2.645 -0.1168 -0.0685 0.1951
C 2.590 -0.246 -1.766 -0.0594 0.0256 0.0089
N 1.377 0.294 -1.917 0.0719 -0.2439 0.5449
C 1.177 1.103 -2.973 -0.3503 0.3700 -0.4229
C -0.178 1.655 -3.155 0.5485 0.0103 -0.1658
N -1.119 1.284 -2.276 -0.5185 -0.1403 0.5716
C -2.372 1.730 -2.424 0.0425 -0.0638 0.1196
C -2.753 2.600 -3.437 0.1107 -0.0764 -0.0093
C -1.793 3.003 -4.342 -0.0036 -0.0264 0.0559
C -0.486 2.520 -4.208 0.0066 -0.0149 -0.1367
C 0.574 2.845 -5.134 0.7323 -0.2616 -0.0185
N 0.463 3.639 -6.189 0.2969 -0.1982 0.1999
H 4.246 1.016 -4.430 -0.0311 0.0077 -0.0068
H 4.600 -0.508 -2.468 -0.0091 0.0012 0.0078
H 2.717 -0.898 -0.913 0.0161 -0.0006 -0.0396
H -3.103 1.388 -1.696 0.0125 -0.0135 0.0199
H -3.778 2.935 -3.507 0.0041 -0.0048 -0.0023
H -2.031 3.675 -5.158 0.0288 -0.0126 0.0083
C -3.611 -0.284 2.896 -0.0901 -0.0270 0.1010
S -2.357 -0.084 1.721 -1.0785 0.0384 0.7228
O -1.102 -0.767 2.087 -0.1126 -0.0439 0.3198
O -2.028 1.320 1.432 -0.0698 0.0036 -0.0071
O -2.741 -0.670 0.384 -0.0969 0.0316 0.3443
H -3.394 0.407 3.712 -0.0075 -0.0360 0.0382
H -3.590 -1.320 3.229 -0.0413 0.0002 0.0089
H -4.558 -0.037 2.417 -0.0038 0.0259 0.0042
C -1.308 -2.980 -3.943 0.0351 -0.0168 -0.0763
C -2.260 -3.594 -2.925 -0.0871 -0.0604 0.0080
C -2.483 -2.465 -1.940 0.0836 0.0241 0.0324
O -1.240 -1.652 -1.990 0.0873 0.2324 0.5857
C -0.382 -2.170 -3.065 0.0244 0.1943 -0.0827
H -1.843 -2.333 -4.640 0.0096 0.0086 0.0220
H -0.763 -3.724 -4.521 -0.0119 0.0067 0.0145
H -1.799 -4.451 -2.432 0.0150 0.0097 0.0087
H -3.197 -3.925 -3.367 0.0072 0.0018 0.0091
H -2.617 -2.794 -0.915 -0.0356 -0.0189 0.0180
H -3.300 -1.804 -2.227 -0.0142 -0.0031 -0.0164
H 0.400 -2.780 -2.610 -0.0024 -0.0277 -0.0088
H 0.066 -1.312 -3.562 -0.0095 -0.0300 -0.0131
```
Positions in Å, forces in eV/Å.



C25H27Cl2DyIN7O7S3 as an isolated structure, computed with ωB97M-V/def2-TZVPD.

Expectation value of S²: 9.33
HOMO (spin up / spin down): -7.873 / -7.859 eV
Energy above the lowest of the compared OMol25 structures with the same formula, charge and spin: 0.000 eV
LUMO level (spin up / spin down): -0.51 / -0.51 eV
Total charge: 0
Spin multiplicity: 6

```
73
Properties=species:S:1:pos:R:3:forces:R:3
Dy -0.142 0.351 0.946 0.0578 -0.1089 -0.5549
O 0.924 -1.623 0.085 0.5846 -0.9140 -0.1588
C 1.720 -2.793 0.488 -1.7660 1.2919 0.7691
C 0.866 -3.967 0.931 0.0972 0.0165 0.8087
N -0.159 -3.717 1.950 0.3810 0.0984 0.0685
C -1.520 -3.551 1.446 0.0254 -0.5624 0.3875
C -1.635 -2.441 0.437 0.1496 -0.5207 -0.4953
O -1.392 -2.779 -0.736 0.0807 0.5370 -0.3561
O -1.850 -1.259 0.852 0.4991 0.7376 0.0654
C 0.108 -3.110 3.272 0.7900 -0.0578 0.1501
C -0.376 -1.654 3.411 0.3085 -0.2786 0.5468
O -1.411 -1.431 4.055 -0.2204 -0.0075 -0.2805
O 0.368 -0.743 2.917 -0.1528 0.1497 -0.7095
H 0.243 -1.962 -0.523 -0.2962 0.0164 -0.3302
H 2.219 -2.431 1.359 0.8237 0.2314 0.4649
H 2.389 -3.067 -0.296 0.5842 -0.1814 -0.6340
H 1.628 -4.691 1.283 -0.4928 -0.0548 -0.0393
H 0.326 -4.382 0.087 0.0831 -0.2490 -0.1627
H -2.080 -3.287 2.320 -0.8050 -0.1607 0.3795
H -1.899 -4.468 0.945 0.2671 0.3179 0.5294
H 1.208 -3.109 3.511 -0.9182 -0.0996 -0.5485
H -0.376 -3.638 4.124 0.0437 -0.1610 -0.8117
C -0.241 1.980 4.559 0.3071 -1.2583 0.2123
C 0.760 2.482 3.569 -0.5101 1.5067 0.0701
N 1.119 1.978 2.427 -0.3468 -0.6489 -0.1842
C 1.909 2.813 1.701 1.4249 1.6301 0.2799
C 2.151 4.038 2.284 0.5345 -0.1198 -1.1708
S 1.405 4.084 3.791 -0.4085 -0.1037 0.5437
C 2.529 2.381 0.445 -0.6052 -0.3550 0.1818
C 3.392 3.053 -0.355 0.2907 0.7168 0.5772
S 3.739 2.147 -1.743 -0.4066 -0.6180 0.0095
C 2.670 0.880 -1.184 0.1933 0.5247 -0.4565
N 2.131 1.147 -0.027 0.0083 -0.0239 -0.3513
C 2.532 -0.331 -2.039 -2.3069 1.2110 -1.1294
H -0.532 0.960 4.266 0.2889 0.2317 0.2438
H -1.185 2.536 4.638 0.5824 0.3082 -0.1558
H 0.270 1.922 5.536 -0.4843 0.0615 -0.2349
H 2.725 4.884 1.844 -0.5285 -0.9170 0.6270
H 3.866 4.016 -0.157 -0.2494 -0.4096 -0.1382
H 3.126 -1.056 -1.619 1.2687 -2.0652 0.7911
H 2.882 -0.117 -3.040 0.3595 0.0602 -0.1917
H 1.480 -0.711 -2.200 1.2080 0.6064 0.6917
Cl -1.355 4.355 -5.797 -0.0318 -0.5200 0.5475
C -1.094 3.259 -4.447 0.7693 -0.5503 0.9106
C -0.914 1.847 -4.663 -0.6072 0.4496 -0.6480
C -0.706 0.975 -3.638 1.0563 0.2747 -0.2463
Cl -0.402 -0.689 -4.063 -0.3525 0.2554 0.2596
C -0.467 1.402 -2.292 -1.0167 -1.0557 0.2720
O -0.386 0.499 -1.375 0.2088 1.1397 -0.1695
C -0.504 2.828 -2.120 -0.5082 -0.6224 -0.6155
C -0.460 3.354 -0.824 -0.2173 0.2603 0.3692
O -0.366 2.714 0.218 0.0928 -0.2125 0.6343
C -0.878 3.729 -3.155 0.1537 0.5240 -1.2870
H -0.977 1.341 -5.638 -0.0912 0.8961 0.2213
H -0.604 4.435 -0.764 0.0863 0.4073 0.1657
H -0.944 4.833 -2.940 0.0640 -1.3626 -0.2048
I -5.709 3.556 2.132 -0.5523 0.6584 -0.1425
C -4.078 2.380 2.292 0.3983 -1.2245 1.2862
C -4.051 1.186 3.047 -0.4454 0.9414 -0.1474
N -2.857 0.654 2.857 0.6210 0.2918 -0.3134
N -2.085 1.426 2.065 0.5325 -0.8804 0.3959
C -2.790 2.496 1.766 -0.8823 0.6669 -1.6776
H -4.762 0.756 3.755 0.1825 0.1253 -0.5668
H -2.455 -0.214 3.229 0.1511 -0.1851 0.2883
H -2.434 3.200 0.984 -0.2535 -0.5285 1.1563
N 0.155 -3.619 -3.471 -1.3440 -0.0122 0.4719
C 1.086 -3.736 -4.384 -0.0550 -0.6444 -1.6523
N 0.680 -4.035 -5.660 0.3012 0.2332 -0.0942
S 2.690 -3.668 -4.041 1.1476 0.2803 0.3483
H -0.814 -3.532 -3.693 -0.4459 -0.0727 -0.1779
H 0.401 -3.237 -2.598 0.2796 0.1918 1.0028
H -0.254 -3.895 -6.033 0.2401 0.0684 0.4664
H 1.445 -3.937 -6.308 -0.2264 -0.1717 -0.1569
```
Positions in Å, forces in eV/Å.



C25H27MnN6O4S as an isolated structure, computed with ωB97M-V/def2-TZVPD.

Expectation value of S²: 0.79
HOMO (spin up / spin down): -4.070 / -3.746 eV
LUMO level (spin up / spin down): 2.38 / 2.37 eV
Total charge: -1
Spin multiplicity: 2

```
64
Properties=species:S:1:pos:R:3:forces:R:3
Mn -0.403 0.171 0.078 -0.0319 0.3921 -0.5141
N -4.029 -0.313 2.424 -0.0207 -0.0675 0.0031
C -2.809 -0.115 1.831 0.0629 0.1758 -0.1521
S -2.732 0.008 0.123 -0.1814 -0.2068 0.0622
N -1.801 0.019 2.672 -0.0232 -0.0149 0.1697
N -0.638 0.289 2.032 0.0093 0.0336 -0.0626
C 0.380 0.593 2.757 -0.0229 -0.0359 -0.0523
C 1.635 0.955 2.117 -0.0232 -0.0144 0.0579
C 2.578 1.620 2.809 0.0180 -0.0023 -0.0171
C 3.913 2.048 2.425 0.0089 0.0036 -0.0039
C 4.531 1.988 1.240 0.0316 0.0146 -0.0207
C 3.983 1.497 -0.063 -0.0071 -0.0150 0.0243
N 1.728 0.620 0.725 -0.1514 -0.3374 -0.2084
H -4.730 -0.730 1.837 -0.0053 0.0002 0.0025
H -3.988 -0.634 3.378 -0.0107 -0.0026 0.0031
H 0.286 0.645 3.838 -0.0072 0.0060 0.0127
H 2.305 1.862 3.831 -0.0120 -0.0045 0.0052
H 4.486 2.469 3.245 0.0123 0.0053 -0.0041
H 5.553 2.356 1.205 0.0014 0.0020 0.0062
H 4.292 0.454 -0.208 -0.0060 0.0000 -0.0134
O -0.314 -4.246 0.874 -0.0655 0.1743 0.0237
C 0.043 -4.630 -0.364 0.0051 0.0659 -0.0842
C 0.275 -5.990 -0.579 0.0037 -0.0369 0.0009
C 0.651 -6.449 -1.826 -0.0025 0.0273 0.0062
C 0.804 -5.559 -2.885 0.0051 -0.0186 -0.0268
C 0.576 -4.211 -2.675 -0.0030 -0.0025 0.0197
C 0.196 -3.720 -1.426 0.0075 -0.0956 -0.0112
C -0.010 -2.262 -1.219 0.0169 0.2005 0.1006
O -0.305 -1.869 -0.021 0.0373 0.1304 0.0959
N 0.141 -1.471 -2.247 0.0667 -0.1911 -0.1313
N -0.012 -0.149 -1.866 -0.1240 0.3163 0.5159
C 0.088 0.731 -2.790 0.0527 -0.1258 -0.1156
C -0.011 2.163 -2.589 -0.0110 0.1387 0.0512
C 0.192 2.970 -3.719 -0.0010 -0.0642 0.0028
C 0.162 4.346 -3.673 -0.0025 0.0538 -0.0127
C -0.085 4.960 -2.440 0.0068 -0.0503 -0.0034
C -0.295 4.205 -1.311 -0.0040 0.0200 0.0274
C -0.270 2.782 -1.323 -0.0301 -0.0649 -0.0345
O -0.463 2.157 -0.213 0.0309 -0.2733 0.1428
H -0.448 -3.257 0.817 0.0828 -0.0863 0.0051
H 0.150 -6.665 0.258 -0.0011 -0.0003 0.0014
H 0.826 -7.508 -1.975 0.0026 -0.0046 -0.0014
H 1.099 -5.916 -3.863 -0.0009 0.0015 -0.0020
H 0.690 -3.493 -3.475 -0.0007 -0.0021 0.0012
H 0.273 0.377 -3.805 0.0075 -0.0049 0.0236
H 0.383 2.469 -4.664 0.0014 0.0092 -0.0049
H 0.324 4.934 -4.567 0.0001 -0.0018 0.0004
H -0.114 6.042 -2.369 -0.0028 0.0047 -0.0071
H -0.494 4.672 -0.354 -0.0017 0.0010 -0.0003
C 3.289 -2.718 0.903 -0.0097 0.0297 -0.0270
C 2.993 -1.338 1.451 0.0035 -0.0152 0.0176
O 2.175 -0.719 0.461 0.2654 -0.0424 0.1309
C 2.462 1.543 -0.136 0.0196 -0.0159 -0.0348
C 4.552 2.315 -1.225 -0.0101 -0.0040 0.0044
H 3.949 -3.256 1.585 -0.0046 -0.0063 0.0066
H 3.772 -2.646 -0.072 0.0149 -0.0107 0.0054
H 2.365 -3.284 0.787 0.0035 0.0008 0.0019
H 3.908 -0.763 1.624 -0.0063 0.0185 -0.0043
H 2.450 -1.414 2.397 -0.0006 0.0049 0.0014
H 2.084 2.541 0.092 0.0007 -0.0077 0.0109
H 2.157 1.308 -1.156 -0.0044 -0.0092 0.0146
H 5.643 2.297 -1.220 0.0014 0.0020 -0.0005
H 4.227 3.355 -1.157 0.0021 0.0038 -0.0017
H 4.206 1.918 -2.180 0.0069 -0.0007 -0.0070
```
Positions in Å, forces in eV/Å.



A single C25H27N3O3S molecule, computed with ωB97M-V/def2-TZVPD.

SMILES string: O=C(c1ccc(CNS(=O)(=O)c2ccccc2)cc1)N1CCN(Cc2ccccc2)CC1
HOMO: -8.418 eV
Energy above the lowest of the compared OMol25 structures with the same formula, charge and spin: 1.090 eV
LUMO level: 0.46 eV
Total charge: 0

```
59
Properties=species:S:1:pos:R:3:forces:R:3
O 0.384 0.621 -2.488 0.0318 -0.2364 -0.2614
C 0.373 0.927 -1.305 -0.0945 0.0150 0.0183
C -0.274 0.018 -0.313 -0.1333 -0.2758 0.0774
C -1.215 0.442 0.617 0.1995 -0.0093 -0.1056
C -1.878 -0.479 1.407 0.1432 -0.1590 0.1350
C -1.616 -1.837 1.287 0.2537 0.1396 0.1310
C -2.426 -2.856 2.045 0.1836 0.2807 0.2546
N -3.277 -3.634 1.170 -0.9164 0.1302 -0.2959
S -4.659 -2.896 0.595 0.0811 -0.4633 -0.1722
O -5.319 -3.886 -0.202 0.2700 0.0506 -0.1982
O -5.335 -2.336 1.726 0.2609 0.2862 0.0418
C -4.132 -1.555 -0.477 -0.3804 -0.3590 0.3934
C -4.581 -0.277 -0.211 -0.1844 0.0669 0.0637
C -4.170 0.768 -1.022 -0.0747 -0.0346 -0.0523
C -3.310 0.521 -2.080 -0.0718 0.0737 0.0044
C -2.876 -0.768 -2.347 -0.0347 -0.1280 0.0301
C -3.297 -1.816 -1.546 0.0193 -0.0188 -0.1705
C -0.665 -2.257 0.364 -0.0223 0.1324 0.1325
C -0.013 -1.343 -0.437 -0.0247 0.0777 -0.0577
N 0.911 2.085 -0.861 0.1405 0.1923 -0.0463
C 1.087 2.449 0.529 0.0058 0.0839 0.5169
C 2.341 3.338 0.685 -0.2146 0.0475 -0.0494
N 3.461 2.964 -0.140 0.0109 -0.1426 0.0161
C 4.367 1.966 0.402 -0.0055 0.1314 -0.0034
C 3.798 0.581 0.614 0.0695 0.0686 0.0146
C 3.874 -0.387 -0.380 0.0072 0.0138 -0.0030
C 3.343 -1.649 -0.180 0.0275 -0.1231 -0.0198
C 2.724 -1.962 1.017 0.0973 -0.0692 0.0292
C 2.644 -1.008 2.017 -0.0416 -0.0288 0.1056
C 3.183 0.250 1.817 0.0942 -0.0386 -0.0216
C 3.122 2.819 -1.552 0.0439 0.2542 -0.1808
C 1.616 2.933 -1.799 0.1459 -0.0176 -0.2898
H -1.468 1.487 0.697 -0.0087 0.1315 0.0165
H -2.623 -0.144 2.113 -0.1318 0.0353 0.0531
H -3.102 -2.371 2.751 0.2336 -0.0171 0.1391
H -1.775 -3.547 2.590 -0.1348 0.0682 -0.0222
H -2.795 -4.135 0.440 -0.0062 -0.1552 -0.1887
H -5.240 -0.127 0.629 -0.0613 0.1095 0.0933
H -4.517 1.771 -0.826 -0.0303 0.0843 0.0255
H -2.971 1.334 -2.704 0.0451 0.0841 -0.0599
H -2.201 -0.947 -3.169 0.0906 -0.0279 -0.0615
H -2.988 -2.830 -1.747 0.1132 -0.1012 -0.0845
H -0.450 -3.312 0.260 0.0555 -0.1615 -0.0380
H 0.696 -1.668 -1.183 0.0415 -0.0190 -0.0714
H 1.180 1.540 1.128 -0.0667 0.2047 -0.0690
H 0.219 3.017 0.890 0.0625 -0.0425 0.0705
H 2.079 4.371 0.429 -0.0682 -0.0522 0.1736
H 2.655 3.331 1.729 -0.0523 0.0665 0.0184
H 4.728 2.356 1.359 0.0855 -0.0829 -0.0563
H 5.220 1.912 -0.280 0.0326 -0.0324 0.1095
H 4.375 -0.164 -1.312 0.0576 0.0389 -0.0803
H 3.422 -2.392 -0.959 0.0002 -0.0710 -0.0737
H 2.315 -2.948 1.178 -0.0488 -0.0866 0.0027
H 2.170 -1.247 2.958 -0.0406 -0.0243 0.0802
H 3.141 0.982 2.613 -0.0006 0.0925 0.0765
H 3.645 3.597 -2.124 -0.0687 -0.1400 -0.1361
H 3.452 1.844 -1.920 -0.0395 0.0302 -0.0313
H 1.374 2.586 -2.805 0.0407 0.1574 0.1268
H 1.272 3.964 -1.683 0.0134 -0.0302 -0.0495
```
Positions in Å, forces in eV/Å.